Record 1
C4H7Cl in the gas phase. Source: OMol25; level of theory: the ωB97M-V functional and the def2-TZVPD basis.

The geometry in XYZ format:
```
12
Properties=species:S:1:pos:R:3:nbo_charge:R:1
C 0.879 -0.781 0.708 -0.63
C -0.252 0.332 -1.148 -0.42
H 1.607 0.050 0.090 0.22
H 0.741 -0.322 -1.700 0.22
C -0.420 -0.477 0.123 -0.28
C -0.644 1.041 0.191 -0.18
H 0.221 1.461 0.856 0.23
H 1.150 -0.737 1.895 0.23
H 1.039 -1.884 0.368 0.23
H -1.212 -1.107 0.201 0.22
Cl -2.124 2.187 0.217 -0.05
H -0.987 0.237 -1.801 0.20
```

Computed properties:
Energy relative to the best compared isomer or geometry (same formula, charge and spin) = 81.6 kcal/mol
Electronic energy = -16779.83397 eV
E_LUMO = 1.01 eV
Kohn-Sham gap = 0.4041 hartree
Maximum force = 5.9 eV/A
SMILES = C[C@@H]1C[C@H]1Cl

---

Record 2
C4H7Cl in the gas phase. Source: OMol25; level of theory: the ωB97M-V functional and the def2-TZVPD basis.

The geometry in XYZ format:
```
12
Properties=species:S:1:pos:R:3:nbo_charge:R:1
C -0.726 -0.519 0.624 -0.26
H -1.675 -0.285 0.029 0.22
H 0.925 -2.123 0.295 0.22
C 0.395 0.189 0.130 -0.23
Cl 0.503 1.137 -1.341 -0.05
H 1.168 0.741 0.770 0.24
H -1.831 -1.258 2.157 0.22
H -0.089 -1.292 2.467 0.22
H -1.128 0.270 2.542 0.22
C -0.905 -0.679 2.050 -0.61
H 0.001 -1.454 -1.180 0.22
C 0.248 -1.311 -0.183 -0.41
```

Computed properties:
Energy relative to the best compared isomer or geometry (same formula, charge and spin) = 23.0 kcal/mol
Electronic energy = -16782.37503 eV
E_LUMO = 1.20 eV
Kohn-Sham gap = 0.3986 hartree
Maximum force = 4.4 eV/A
SMILES = C[C@@H]1C[C@H]1Cl

---

Record 3
C4H7Cl in the gas phase. Source: OMol25; level of theory: the ωB97M-V functional and the def2-TZVPD basis.

The geometry in XYZ format:
```
12
Properties=species:S:1:pos:R:3:nbo_charge:R:1
H -1.625 -0.427 1.545 0.21
C -1.101 -0.809 0.767 -0.42
H -0.356 2.195 -0.859 0.21
H 0.071 2.221 0.823 0.23
C -1.382 -0.634 -0.687 -0.45
H -0.528 -1.640 1.255 0.23
C -0.206 0.126 -0.102 -0.04
C -0.589 1.516 0.105 -0.63
Cl 1.586 -0.199 -0.051 -0.05
H -0.977 -1.472 -1.355 0.23
H -1.686 1.514 0.363 0.22
H -2.185 -0.204 -1.410 0.26
```

Computed properties:
Energy relative to the best compared isomer or geometry (same formula, charge and spin) = 44.5 kcal/mol
Electronic energy = -16781.44011 eV
E_LUMO = 0.98 eV
Kohn-Sham gap = 0.3880 hartree
Maximum force = 5.5 eV/A
SMILES = CC1(Cl)CC1